#i
This record from OMol25 describes one molecule with the formula C18H23NO3. The level of theory is ωB97M-V with the def2-TZVPD basis set.

Element x y z (Å)
1 C 0.3376 -3.7449 -4.8301
2 C -0.0690 -3.1940 -3.4973
3 C 0.4795 -3.6923 -2.3244
4 C 0.1132 -3.2154 -1.0721
5 C -0.8506 -2.2081 -0.9984
6 C -1.4017 -1.7039 -2.1700
7 C -1.0204 -2.1868 -3.4063
8 H -1.4612 -1.7786 -4.3039
9 H -2.1440 -0.9195 -2.1111
10 C -1.2658 -1.5870 0.3129
11 N -0.5714 -0.3249 0.5083
12 C 0.4786 -0.1875 1.3366
13 O 0.8652 -1.0645 2.0831
14 C 1.1595 1.1840 1.2950
15 C 1.5402 1.5805 -0.1300
16 C 0.3644 2.4388 -0.5760
17 O 0.0838 2.7554 -1.6956
18 O -0.3672 2.7892 0.4858
19 C 0.2166 2.3315 1.7199
20 C 0.9448 3.5158 2.3788
21 C -0.1555 4.2110 3.1724
22 H 0.2367 4.9030 3.9151
23 C -0.9067 3.0373 3.7955
24 H -1.9121 3.3068 4.1122
25 H -0.3599 2.6722 4.6656
26 C -0.9175 1.9660 2.6967
27 H -0.7728 0.9692 3.1092
28 H -1.8590 1.9792 2.1484
29 H -0.8087 4.7560 2.4905
30 H 1.4073 4.1618 1.6338
31 H 1.7142 3.1422 3.0551
32 H 1.6859 0.7388 -0.8063
33 H 2.4431 2.1940 -0.1532
34 H 2.0206 1.1223 1.9620
35 H -0.8080 0.4104 -0.1387
36 H -2.3421 -1.3891 0.3120
37 H -1.0166 -2.2236 1.1609
38 C 0.7408 -3.8003 0.1571
39 H 1.0982 -3.0245 0.8311
40 H 0.0136 -4.4054 0.6994
41 H 1.5780 -4.4393 -0.1120
42 H 1.2219 -4.4761 -2.3864
43 H 0.3116 -2.9700 -5.5929
44 H -0.3510 -4.5354 -5.1306
45 H 1.3386 -4.1675 -4.7881

Values from the calculation:
Orbital gap: 9.54 eV
Lowest unoccupied orbital energy: 0.0274 Eh
Net charge: 0
SMILES: Cc1ccc(CNC(=O)[C@H]2CC(=O)OC23CCCC3)c(C)c1

---

#ii
This record from OMol25 describes one molecule with the formula C18H23NO3. The level of theory is ωB97M-V with the def2-TZVPD basis set.

Element x y z (Å)
1 C -0.0821 -1.0024 2.5284
2 H 0.8243 -1.4639 2.9182
3 O 0.3497 -0.1477 1.5002
4 C -0.5869 0.5796 0.8050
5 C -1.9465 0.5201 1.0829
6 C -2.8771 1.2810 0.3880
7 C -2.4299 2.1211 -0.6194
8 C -1.0841 2.1854 -0.9167
9 C -0.1424 1.4251 -0.2287
10 O 1.1404 1.6201 -0.6419
11 C 2.1909 0.7643 -0.2354
12 C 3.4239 1.1403 -1.0628
13 C 4.5826 0.2618 -0.6899
14 C 5.4280 0.6127 0.3548
15 C 6.4762 -0.2124 0.7220
16 C 6.6910 -1.4032 0.0495
17 C 5.8524 -1.7634 -0.9913
18 C 4.8049 -0.9364 -1.3562
19 H 4.1542 -1.2206 -2.1711
20 H 6.0157 -2.6908 -1.5210
21 H 7.5101 -2.0471 0.3341
22 H 7.1282 0.0749 1.5341
23 H 5.2657 1.5428 0.8805
24 H 3.1799 1.0274 -2.1203
25 H 3.6586 2.1891 -0.8753
26 H 1.9271 -0.2841 -0.4157
27 H 2.4050 0.8901 0.8317
28 H -0.7188 2.8345 -1.6967
29 H -3.1318 2.7277 -1.1727
30 C -4.3531 1.1304 0.6609
31 N -5.0290 0.2623 -0.2965
32 H -4.8988 0.6384 -1.2330
33 C -4.5809 -1.1206 -0.2721
34 C -5.4977 -1.9363 -1.1837
35 O -6.8373 -1.8363 -0.7782
36 H -6.9810 -0.9116 -0.5333
37 H -5.2322 -2.9953 -1.1489
38 H -5.3865 -1.5826 -2.2216
39 H -4.6844 -1.4825 0.7552
40 H -3.5323 -1.2502 -0.5849
41 H -4.8447 2.1060 0.6097
42 H -4.5180 0.7114 1.6573
43 H -2.3024 -0.1261 1.8699
44 H -0.5797 -0.4497 3.3320
45 H -0.7511 -1.7836 2.1526

Values from the calculation:
Orbital gap: 8.78 eV
Lowest unoccupied orbital energy: 0.0252 Eh
Net charge: 0
SMILES: COc1cc(CNCCO)ccc1OCCc1ccccc1

---

Which one sits at the top of the stability order? #i does.